Record 1
A structure of composition C57H53AsBeGe2NP2S, computed with the ωB97M-V functional and the def2-TZVPD basis.

```
118
C57H53AsBeGe2NP2S the ωB97M-V functional and the def2-TZVPD basis
Be -0.5313 -0.2297 0.4208
N -2.3213 0.7905 -1.2676
P -1.6095 1.6826 -0.0064
C -2.9700 2.4394 0.9195
C -3.3005 3.7888 0.7966
C -4.3795 4.3008 1.5021
C -5.1257 3.4746 2.3306
C -4.7971 2.1320 2.4597
C -3.7205 1.6197 1.7547
C -0.8123 3.1150 -0.7819
C -0.1349 4.0310 0.0263
C 0.4692 5.1428 -0.5351
C 0.4064 5.3509 -1.9061
C -0.2572 4.4420 -2.7149
C -0.8631 3.3243 -2.1563
P -1.6438 -0.7570 -1.4798
C -3.0327 -1.8554 -1.8397
C -4.1129 -1.4307 -2.6103
C -5.1453 -2.3077 -2.8951
C -5.0972 -3.6164 -2.4271
C -4.0138 -4.0509 -1.6809
C -2.9808 -3.1703 -1.3885
C -0.7307 -0.6855 -3.0476
C -0.9056 -1.6349 -4.0515
C -0.0986 -1.6097 -5.1809
C 0.8952 -0.6507 -5.3039
C 1.0884 0.2860 -4.2963
C 0.2856 0.2622 -3.1693
H -2.9713 1.2085 -1.9282
H -2.7171 4.4399 0.1594
H -4.6344 5.3479 1.4059
H -5.9653 3.8804 2.8796
H -5.3634 1.4771 3.1090
H -3.4739 0.5736 1.8631
H -0.0816 3.8778 1.0968
H 0.9996 5.8402 0.0990
H 0.8837 6.2170 -2.3446
H -0.3046 4.5988 -3.7845
H -1.3604 2.6143 -2.8030
H -4.1574 -0.4213 -3.0004
H -5.9876 -1.9724 -3.4852
H -5.9100 -4.2964 -2.6449
H -3.9737 -5.0679 -1.3162
H -2.1360 -3.5054 -0.7954
H -1.6783 -2.3877 -3.9594
H -0.2434 -2.3442 -5.9616
H 1.5274 -0.6381 -6.1819
H 1.8786 1.0210 -4.3757
H 0.4566 0.9755 -2.3749
S 1.4596 -0.3028 0.2085
C 5.6948 1.0532 3.4178
Ge 4.4321 -0.0790 2.4263
C 3.7405 -1.3788 3.7117
C 5.3687 -1.0377 0.9974
Ge 2.6811 1.1897 1.3134
C 3.5072 2.3091 -0.0792
C 2.8694 2.5484 -1.2934
C 3.4881 3.2868 -2.2928
C 4.7622 3.7994 -2.0939
C 5.4125 3.5716 -0.8908
C 4.7887 2.8284 0.1028
C 1.6998 2.3088 2.5846
C 2.4055 3.3033 3.2645
C 1.7779 4.0938 4.2166
C 0.4351 3.8948 4.5137
C -0.2764 2.9026 3.8574
C 0.3596 2.1206 2.9025
H 6.4035 0.4075 3.9378
H 5.1684 1.6504 4.1621
H 6.2566 1.7208 2.7675
H 4.5634 -2.0390 3.9895
H 2.9359 -1.9848 3.2938
H 3.3740 -0.8849 4.6111
H 6.0514 -1.7815 1.4090
H 5.9348 -0.3434 0.3762
H 4.6383 -1.5416 0.3638
H 1.8824 2.1396 -1.4642
H 2.9741 3.4614 -3.2297
H 5.2495 4.3680 -2.8752
H 6.4086 3.9636 -0.7298
H 5.3136 2.6529 1.0340
H 3.4536 3.4749 3.0414
H 2.3383 4.8612 4.7352
H -0.0480 4.4968 5.2721
H -1.3146 2.7131 4.1018
H -0.1929 1.3154 2.4357
C 0.5580 -5.9213 2.3556
C -0.6529 -5.6294 2.9733
C -1.1972 -4.3586 2.8750
C -0.5329 -3.3712 2.1550
C 0.6733 -3.6643 1.5296
C 1.2187 -4.9393 1.6328
As -1.2912 -1.5513 2.1731
C -3.1250 -1.7970 2.6252
C -4.1779 -2.2125 1.8112
C -5.4597 -2.3081 2.3115
C -5.6979 -1.9800 3.6744
C -4.6823 -1.5556 4.4888
C -3.3553 -1.4337 4.0020
C -2.2089 -0.9956 4.7139
C -2.1311 -0.5807 6.0683
C -0.9241 -0.2572 6.6342
C 0.2778 -0.3180 5.8946
C 0.2273 -0.6751 4.5624
C -0.9891 -0.9942 3.9719
H 0.9829 -6.9129 2.4398
H -1.1717 -6.3944 3.5365
H -2.1404 -4.1268 3.3575
H 1.1968 -2.8975 0.9631
H 2.1628 -5.1575 1.1511
H -3.9980 -2.4626 0.7724
H -6.2708 -2.6372 1.6767
H -6.6989 -2.0710 4.0772
H -4.8981 -1.3064 5.5213
H -3.0327 -0.5269 6.6662
H -0.8922 0.0451 7.6736
H 1.2231 -0.0791 6.3624
H 1.1390 -0.7027 3.9757
```

Kohn-Sham gap (alpha / beta), eV: 3.493 / 6.792
Electronic energy, Ha: -9743.96642
Expectation value of S²: 0.7683
2S+1: 2
F_max, eV/A: 1.0

***

Record 2
A structure of composition C26H36AlBCaF12N4O16PS2, computed with the ωB97M-V functional and the def2-TZVPD basis.

```
100
C26H36AlBCaF12N4O16PS2 the ωB97M-V functional and the def2-TZVPD basis
N 4.2285 -2.2162 2.5973
P 4.1269 -2.0005 1.0773
O 5.3670 -2.6338 0.3412
O 2.8257 -2.6463 0.4290
C 4.0441 -0.1802 0.6067
C 4.0150 0.5949 1.9519
C 2.7380 0.4712 2.7827
C 1.4743 1.2102 2.2830
C 0.4369 0.2100 1.7945
C -0.8272 0.8553 1.2278
N -1.4869 -0.1026 0.3165
O 2.9695 0.2127 -0.2847
C 3.2526 1.4517 -0.6261
O 2.3965 2.2736 -0.9122
O 4.5770 1.6892 -0.6103
C 5.2022 0.4800 -0.1475
S 6.0094 -0.3039 -1.6464
O 7.0627 -1.1433 -1.2413
O 6.4581 0.7558 -2.5275
C 4.9048 -1.1996 -2.8007
F 3.9632 -0.3474 -3.3613
F 4.2586 -2.1730 -2.2068
C 5.7141 -1.8951 -3.9566
F 6.4899 -2.8286 -3.5291
F 6.6028 -0.9766 -4.6446
C 4.7987 -2.5470 -5.0844
F 4.1384 -1.5747 -5.8830
F 3.9511 -3.4130 -4.6214
F 5.6198 -3.1325 -5.8764
H 3.3988 -2.7492 2.8421
H 5.9956 -2.9375 1.0156
H 3.0642 -3.4016 -0.1272
H 4.8225 0.2148 2.5682
H 4.2253 1.6525 1.7962
H 2.9850 0.9022 3.7466
H 2.4616 -0.5553 2.9758
H 1.0461 1.6902 3.1563
H 1.6754 2.0037 1.5678
H 0.1545 -0.3935 2.6558
H 0.8386 -0.4892 1.0633
H -1.5188 1.0485 2.0448
H -0.5867 1.7758 0.7016
H -1.1955 -1.0353 0.5755
H -2.4789 -0.0713 0.5217
H 6.0528 0.7307 0.4818
N 2.9847 -2.0126 6.0821
O 3.4350 -0.8768 6.0636
O 2.5097 -2.4947 5.0582
O 2.9894 -2.6592 7.1106
Ca 5.4749 0.4676 -5.4521
B 5.0066 -4.9439 -8.6769
F 4.0527 -3.9113 -8.4820
F 5.3366 -5.4785 -7.4027
F 4.4661 -5.9213 -9.4921
F 6.1566 -4.3869 -9.2578
Al 1.6867 3.5628 -2.5610
O -4.3660 -1.2688 1.4562
H -4.5849 -1.7691 2.2518
H -4.1281 -1.9471 0.8148
F -0.5102 1.0720 5.3240
C -1.7299 0.7663 5.7110
C -2.3565 1.5699 6.6787
C -3.6217 1.2399 7.0814
C -4.2626 0.1066 6.5345
C -3.6171 -0.6905 5.5683
C -2.3554 -0.3624 5.1491
H -1.8361 2.4250 7.0885
H -4.1285 1.8440 7.8203
H -5.2600 -0.1527 6.8629
H -4.1153 -1.5611 5.1626
H -1.8361 -0.9526 4.4062
C -9.6665 -2.8843 2.1691
C -8.6602 -1.9703 2.4528
C -7.5063 -2.3956 3.1106
C -7.3776 -3.7193 3.4623
C -8.3671 -4.6437 3.1946
C -9.5252 -4.2150 2.5409
N -6.1358 -4.1377 4.1277
O -5.2941 -3.2703 4.3418
O -6.0047 -5.2976 4.4090
H -10.5613 -2.5598 1.6564
H -8.7674 -0.9344 2.1645
H -6.7201 -1.6935 3.3385
H -8.2555 -5.6795 3.4802
H -10.3098 -4.9249 2.3220
O -2.4905 6.1669 -3.8202
S -1.5818 6.8457 -4.6880
O -1.6431 8.2502 -4.8828
O -1.5432 6.1090 -6.0854
C -2.8017 5.9364 -6.8006
C -3.2830 7.2202 -7.4427
C 0.0678 6.4336 -4.1959
H -3.5523 5.5194 -6.1284
H -2.6007 5.1908 -7.5664
H -3.5568 7.9618 -6.6938
H -4.1592 7.0235 -8.0588
H -2.5017 7.6566 -8.0640
H 0.1261 5.3505 -4.0697
H 0.2633 6.9412 -3.2521
H 0.7658 6.7797 -4.9546
```

Kohn-Sham gap, eV: 0.798
Electronic energy, Ha: -5714.88189
2S+1: 1
Net charge: +3
F_max, eV/A: 2.7

***

Record 3
The molecule C5H8O, computed with the ωB97M-V functional and the def2-TZVPD basis.

```
14
C5H8O the ωB97M-V functional and the def2-TZVPD basis
C 0.7157 -0.1383 1.7472
C 0.3481 -0.2222 0.2982
C 0.3894 0.8524 -0.8110
C -0.9181 0.2390 -1.3737
C -0.7701 -0.9029 -0.3644
O 0.5469 -1.4463 -0.4084
H 0.2033 0.7100 2.2148
H 1.7941 -0.0073 1.8903
H 0.4128 -1.0541 2.2670
H 0.3000 1.9077 -0.5449
H 1.2608 0.7007 -1.4536
H -1.7831 0.8394 -1.0716
H -0.9594 0.0624 -2.4520
H -1.5404 -1.5405 0.0621
```

Kohn-Sham gap, eV: 10.712
Electronic energy, Ha: -270.48305
2S+1: 1
F_max, eV/A: 0.4
Energy relative to the best compared isomer or geometry (same formula, charge and spin), eV: 2.0366
SMILES: C[C@]12CC[C@H]1O2

***

Record 4
A cluster of 3 separate species, C2H11N2O3Si in total, computed with the ωB97M-V functional and the def2-TZVPD basis.

```
19
C2H11N2O3Si the ωB97M-V functional and the def2-TZVPD basis
C 0.4455 1.3773 -2.3997
C -0.2363 0.4953 -1.3935
N 0.3284 0.1223 -0.3092
N 2.5441 2.0800 0.3219
O -1.8100 -3.4852 2.9380
O -3.2925 -2.6429 1.0437
O -0.9009 -1.3370 1.3555
Si -1.9614 -2.3217 1.8441
H 1.5575 1.3239 -2.2558
H 0.2492 2.4057 -2.4708
H 0.4026 0.9932 -3.4467
H -0.3503 -0.5532 0.3457
H 1.3538 0.3450 -0.0823
H 3.5482 1.9202 0.4227
H -1.2331 0.6494 -1.3586
H 2.3663 2.5933 -0.5685
H -1.2642 -3.4793 3.6432
H -4.0438 -3.2198 1.4176
H 2.2969 2.7335 0.9526
```

Kohn-Sham gap, eV: 10.514
Electronic energy, Ha: -707.37787
2S+1: 1
Net charge: +1
F_max, eV/A: 5.1
Energy relative to the best compared isomer or geometry (same formula, charge and spin), eV: 2.4149

***

Record 5
A cluster of 2 separate species, C5H13NO in total, computed with the ωB97M-V functional and the def2-TZVPD basis.

```
20
C5H13NO the ωB97M-V functional and the def2-TZVPD basis
C 1.3625 -2.0999 -0.3582
C 0.8465 -1.3962 0.8973
C 1.0142 0.1205 0.8703
C 0.0101 0.7529 -0.0872
C -0.4117 2.0045 0.0211
N -1.3325 2.6202 -0.8402
H 0.7599 -3.0162 -0.4572
H 2.4021 -2.3997 -0.2464
H 1.2890 -1.5796 -1.3127
H -0.2028 -1.6177 1.1192
H 1.4238 -1.7500 1.7738
H 0.8919 0.6236 1.8202
H 2.0372 0.3247 0.5073
H -0.1323 0.1295 -0.9749
H -0.0087 2.6180 0.8196
H -1.2536 2.3644 -1.8083
H -1.6134 3.5734 -0.6838
H -2.4249 0.3518 -0.3561
H -1.9549 -1.0827 -0.1944
O -2.7023 -0.5417 -0.5095
```

Kohn-Sham gap, eV: 9.315
Electronic energy, Ha: -328.27131
2S+1: 1
F_max, eV/A: 1.6
Energy relative to the best compared isomer or geometry (same formula, charge and spin), eV: 1.2937
SMILES: CCC/C=C/N.O

***

Record 6
A structure of composition C18H24K2N5O5, computed with the ωB97M-V functional and the def2-TZVPD basis.

```
54
C18H24K2N5O5 the ωB97M-V functional and the def2-TZVPD basis
K 0.4720 5.0718 0.6759
K -0.1701 2.6587 -4.1312
O -0.7679 0.4866 -0.5293
C -0.5517 1.7270 -0.3564
O -0.2924 2.1914 0.7523
O -0.5093 2.4673 -1.3316
H -0.7862 0.5643 -1.4859
C 0.0617 -2.6263 -5.0558
N -0.1916 -1.6596 -3.9391
O 0.1158 -2.0453 -2.7877
O -0.5944 -0.4831 -4.2321
H 0.1379 -3.6578 -4.7118
H 1.0313 -2.5088 -5.5397
H -0.8397 -2.5439 -5.6629
N -5.5831 -2.8888 -3.3918
C -4.8660 -3.9339 -2.9802
C -3.6354 -3.4543 -2.4728
C -3.6626 -2.0316 -2.4897
C -4.9238 -1.7099 -3.0188
H -6.4605 -2.8450 -3.8902
H -5.2586 -4.9400 -2.9679
H -2.8488 -4.0690 -2.0606
H -2.8656 -1.3722 -2.1791
H -5.3834 -0.7808 -3.3220
N -1.2116 2.4597 3.3912
C -2.2247 3.2281 3.9478
C -2.3862 2.8496 5.2687
C -1.5933 1.6960 5.4950
C -0.8263 1.5499 4.3360
H -0.6712 2.6735 2.5652
H -2.3795 4.1686 3.4400
H -2.9790 3.3351 6.0298
H -1.4032 1.1208 6.3891
H -0.0012 0.9096 4.0611
N 2.0767 -1.5636 0.7579
C 1.4194 -1.0126 1.8092
C 1.9483 -1.5453 3.0063
C 3.0139 -2.4042 2.5612
C 3.0173 -2.4206 1.1640
H 1.9465 -1.2910 -0.2059
H 0.7379 -0.1779 1.7369
H 1.7299 -1.3455 4.0450
H 3.7345 -2.9958 3.1062
H 3.7244 -2.8693 0.4820
N 2.8942 2.1712 0.3881
C 3.7388 1.3124 1.0864
C 5.0361 1.6550 0.7737
C 5.0082 2.8088 -0.1048
C 3.6943 3.0830 -0.3054
H 1.8884 2.1515 0.4784
H 3.4051 0.4935 1.7064
H 5.9219 1.1550 1.1367
H 5.8573 3.3188 -0.5351
H 3.2554 3.8686 -0.9025
```

Kohn-Sham gap (alpha / beta), eV: 2.108 / 5.470
Electronic energy, Ha: -2549.98931
Expectation value of S²: 0.7547
2S+1: 2
F_max, eV/A: 4.7